No. 1
Entry from the Open Molecules 2025 dataset: a molecular structure, C42H63ClCsIN8O4SSe (wB97M-V/def2-TZVPD).

XYZ file:
```
122
Properties=species:S:1:pos:R:3:forces:R:3
Cs -1.241224 -2.120312 -0.743812 0.59 0.01 0.11
I 5.084302 -3.473566 -1.519553 0.00 -0.02 -0.03
Se -0.464756 3.318383 1.242815 -0.07 0.03 -0.02
Cl -6.679498 -2.482494 -1.332661 0.02 -0.01 -0.02
S 3.704578 -0.873715 2.528443 0.04 0.07 0.04
O -3.203265 -1.095378 -2.496008 -0.37 0.13 -0.24
O 2.617954 0.719143 -0.638429 0.02 -0.14 0.03
O -3.761084 -3.152613 -1.801845 -0.20 -0.06 0.04
O 1.480149 -3.748126 -0.934515 0.01 -0.20 -0.14
N -0.653305 -1.859909 6.140865 -0.08 -0.04 -0.02
N -0.887732 -3.178672 2.102957 0.08 -0.01 0.19
N 2.495767 -3.676404 1.088149 -0.03 0.30 0.10
N 2.993628 -2.578823 4.402883 -0.03 -0.10 -0.13
N -0.344009 0.709965 -2.381768 0.07 -0.04 -0.03
N 1.478313 -0.902742 4.026008 -0.13 -0.02 -0.04
N -1.754573 -3.263393 4.421661 0.15 0.20 -0.03
N 0.976605 -1.683803 -3.342768 -0.01 0.04 -0.12
C -2.346641 1.940671 -2.851231 -0.03 0.01 0.05
C -1.338148 0.674719 -4.561223 0.01 0.03 0.05
C 2.335818 -1.271230 -5.776419 -0.04 -0.01 0.00
C 1.611736 1.598457 4.000102 -0.01 -0.01 0.05
C -3.250238 3.298183 2.059347 0.04 -0.01 -0.04
C -4.328058 3.662898 2.861969 -0.01 -0.01 0.02
C -3.547475 1.777526 -5.106443 -0.01 -0.02 0.02
C 2.629463 -1.465257 3.712318 0.13 -0.01 0.13
C 5.037898 -3.219560 6.739385 0.01 -0.01 0.00
C 2.370838 -3.329412 -0.216276 -0.04 0.03 -0.07
C 1.891201 -2.537462 -3.788744 -0.06 -0.05 -0.01
C -4.138398 0.436153 -5.565661 0.00 0.02 0.01
C 1.691344 1.014493 6.520225 0.01 -0.02 -0.01
C -2.393189 1.488253 -4.155237 0.05 -0.01 -0.02
C -1.319836 1.530141 -2.008436 -0.14 0.06 0.05
C -4.015059 -1.990002 -2.149742 -0.05 -0.03 -0.20
C -5.353032 4.867000 4.833359 -0.01 0.00 0.00
C -2.895253 4.921052 4.270585 -0.02 -0.02 0.05
C -3.037898 2.564673 -6.319211 0.01 0.00 -0.02
C -5.475956 -1.504543 -2.234715 -0.06 -0.02 0.01
C -1.165425 -2.502699 5.312378 -0.04 0.03 0.05
C -1.278352 -3.166976 3.199985 0.00 -0.28 0.01
C 2.025893 -1.180282 -8.240764 -0.01 0.02 -0.01
C 1.215760 1.973214 5.428218 0.00 0.01 -0.03
C 0.709767 -0.627034 -4.114114 0.05 0.04 0.11
C 0.957581 0.336109 3.452104 -0.20 0.20 -0.01
C 3.042701 -1.012996 -7.103572 0.02 0.01 0.02
C 2.872027 -4.429020 6.011921 -0.01 -0.01 -0.02
C -4.653758 2.581921 -4.424792 -0.01 0.00 0.00
C -0.444124 5.113166 3.885484 -0.01 0.02 0.00
C -4.178248 4.477728 3.974023 0.00 0.00 0.00
C 3.715193 -3.857895 7.155949 -0.02 0.01 0.01
C -1.951673 3.758373 2.355633 -0.01 0.04 0.03
C -3.496760 2.418703 0.866892 -0.03 0.00 0.04
C 1.359532 -0.392007 -5.319578 0.02 -0.03 0.00
C 3.421648 -2.373693 -0.745553 -0.05 -0.10 0.02
C 3.601740 0.415877 -7.126853 0.02 -0.01 0.02
C -0.356693 0.305616 -3.655554 -0.12 0.02 -0.10
C 2.590835 -2.378046 -4.978355 0.03 0.02 0.03
C 2.095565 -3.399858 5.202329 0.08 0.04 0.07
C 4.199677 -1.986258 -7.331193 -0.01 -0.01 -0.01
C -1.794504 4.578727 3.495643 0.04 -0.03 -0.05
H 3.331984 -3.118462 -5.244154 -0.01 0.00 0.00
H -6.259950 4.353719 4.508664 0.01 0.00 0.00
H -4.405981 -0.166393 -4.696878 0.00 -0.01 -0.01
H -0.150372 5.942637 3.235459 0.00 -0.01 -0.02
H -5.316718 3.288226 2.608042 0.00 0.00 0.00
H -2.741623 5.550790 5.144914 0.00 -0.01 -0.01
H -2.621149 3.526040 -6.010816 0.00 0.00 0.00
H 1.613292 -2.191106 -8.243779 0.00 0.00 0.00
H 5.651321 -3.928075 6.175409 -0.01 0.00 0.00
H -4.300594 3.564121 -4.104110 0.00 -0.01 0.00
H 1.593632 1.472555 7.507953 0.00 0.00 0.00
H 3.112230 -3.124593 7.700366 -0.01 -0.02 0.00
H -1.311135 1.883290 -0.979081 0.17 -0.02 -0.01
H 4.136636 0.591461 -8.063816 -0.01 0.00 0.00
H 4.925187 -1.940546 -6.516806 0.00 0.01 -0.01
H -4.550234 2.137729 0.798348 0.00 0.01 -0.01
H 3.847494 -3.015773 -7.417769 0.00 0.00 0.01
H -5.042134 2.055156 -3.551309 0.00 0.00 -0.01
H 1.037525 0.318176 2.364976 0.17 -0.12 0.03
H 1.106461 0.094466 6.538480 0.01 -0.01 -0.01
H 1.361112 -3.900134 4.559266 -0.01 0.00 0.00
H -2.258894 2.014358 -6.850577 0.00 0.00 0.01
H 2.504308 -0.997855 -9.207103 0.00 0.00 0.01
H 3.923388 -4.667315 7.862261 0.01 0.00 0.00
H 0.324581 4.352986 3.758216 0.00 -0.02 0.03
H -5.024310 0.607371 -6.184005 0.00 -0.01 0.01
H -5.784848 -1.525287 -3.278466 0.01 0.03 -0.01
H 0.126353 2.072338 5.478673 0.00 0.01 0.00
H 2.135018 -5.118710 6.429642 -0.01 0.00 -0.01
H -5.183651 4.611387 5.882887 0.00 0.00 -0.01
H -2.892328 1.510041 0.921057 0.02 0.02 -0.01
H 1.698194 1.013579 -0.679292 -0.02 -0.05 -0.08
H -3.118097 2.574586 -2.437701 0.02 0.00 0.00
H 1.617123 2.971217 5.631603 0.00 -0.01 0.00
H -0.112791 0.343972 3.667962 0.01 0.02 0.05
H 0.906463 -1.313254 4.758680 0.03 0.00 -0.03
H 2.697943 1.496548 3.917202 0.01 0.00 0.02
H 2.069692 -3.398658 -3.155231 0.01 0.00 0.02
H 4.714130 -1.729503 -8.260052 -0.01 -0.01 0.00
H 3.819826 -1.723993 0.024735 0.06 -0.04 0.01
H -5.536487 -0.485369 -1.865548 -0.02 -0.01 0.03
H 4.884214 -2.340670 6.116187 -0.01 0.01 -0.01
H 3.812702 -3.028794 4.023337 -0.02 0.06 0.01
H 1.196284 -0.479591 -8.132344 0.01 0.00 0.00
H -5.479335 2.730473 -5.125179 0.01 0.01 0.00
H -1.304569 0.263385 -5.562353 -0.01 0.00 -0.01
H -0.451590 5.460872 4.922182 0.00 0.03 -0.03
H -3.419185 -0.137942 -6.151640 -0.01 0.01 -0.01
H 1.310789 2.404695 3.326866 0.01 -0.02 -0.02
H 3.503579 -5.026918 5.342558 0.01 0.00 0.01
H 2.714970 0.309804 0.232358 -0.05 0.20 0.09
H 1.100377 0.497862 -5.878274 0.00 0.01 -0.01
H 5.611447 -2.911249 7.616198 0.00 -0.01 -0.01
H 2.810986 1.161439 -7.047029 0.00 0.00 0.00
H -3.857863 2.751717 -7.018530 0.01 0.00 0.00
H -3.198872 2.931179 -0.051089 0.01 -0.01 0.00
H 4.294503 0.573671 -6.298299 0.00 0.00 -0.01
H 1.529278 -2.770677 5.890812 0.04 -0.01 0.00
H 2.743741 0.749572 6.375936 -0.01 0.01 0.00
H 1.653321 -4.078962 1.480617 -0.03 0.04 0.03
H -5.546833 5.943228 4.789273 0.00 -0.01 0.00
H 2.969038 -2.976792 1.661470 0.01 -0.18 0.01
H 3.021072 -1.794994 -1.567967 -0.01 0.04 0.02
```
Forces are in eV/Å.

Calculated values
LUMO level: 3.15 eV
Net charge: -2
ΔE to the lowest compared entry with this formula, charge and spin: 11.8 kcal per mole
HOMO energy: -0.0612 Ha
Spin multiplicity: 1

Atomic partial charges in e from the Löwdin method, atoms 1 to 8: Cs 1.059; I 0.758; Se 0.537; Cl 0.508; S 0.650; O -0.207; O -0.078; O -0.167

---

No. 2
Entry from the Open Molecules 2025 dataset: 9 unconnected molecules or ions with the total composition C42H65BrClINO24 at a distorted geometry (wB97M-V/def2-TZVPD).

XYZ file:
```
135
Properties=species:S:1:pos:R:3:forces:R:3
I 5.656380 -2.698955 3.636092 -0.14 -0.09 0.21
Br 2.174720 -2.484226 7.872301 -0.03 -0.18 -0.41
Cl -2.217370 -1.490645 6.039509 0.26 -0.06 0.10
O 1.287322 2.367892 2.126087 -0.12 -0.14 0.28
O 5.418078 -3.250647 -0.969489 -0.10 -0.15 0.07
O -1.641561 5.439906 -2.403472 0.18 -0.09 0.17
O -0.249179 3.140791 3.533356 0.14 -0.09 0.05
O -4.185883 6.068639 -6.387792 -0.06 0.16 -0.14
O 8.541948 0.101875 -0.240834 -0.23 0.10 0.09
O 1.615167 -6.889885 -2.273713 -0.37 -0.02 -0.09
O 8.035189 2.258537 -0.667579 -0.01 0.01 -0.01
O -0.302749 -5.740958 -1.965163 0.23 0.09 -0.01
O -7.730358 1.318220 -0.613251 0.20 -0.14 0.10
O -1.476866 5.189463 -0.170793 0.03 0.01 0.07
O -0.701474 3.602332 -1.563830 -0.12 0.19 -0.12
O -4.632720 6.090347 -8.572718 -0.03 -0.08 0.25
O -3.870644 4.200781 -7.604952 0.03 -0.03 0.06
O -7.468287 0.961908 1.596578 0.12 -0.01 0.05
O 3.753408 -4.721200 -0.609243 -0.04 -0.05 0.08
O 6.406633 0.739415 -0.324286 0.04 -0.10 0.01
O -2.401143 0.527572 1.601000 0.16 0.20 -0.14
O 1.168256 -5.053502 -3.488804 -0.11 -0.04 -0.01
O 5.867032 -5.419127 -0.548907 -0.17 0.16 0.14
O -3.034112 2.177292 0.244504 0.06 -0.15 -0.05
O -1.449951 0.725305 -0.434846 0.05 -0.07 -0.07
O 0.829097 1.215221 3.997365 -0.06 -0.08 0.14
O -6.810716 -0.586219 0.096193 -0.04 0.03 -0.10
N 2.531224 -3.396198 3.854976 -0.69 -1.28 -0.06
C 3.711157 -6.164266 -0.597708 0.31 0.07 0.46
C 7.695130 1.145096 -0.437267 0.08 0.07 0.04
C -2.235033 -4.331385 -2.439127 -0.08 -0.35 0.13
C 0.893425 -5.982061 -2.550291 -0.01 -0.07 -0.07
C 4.230697 -0.359449 4.876957 0.23 0.12 0.45
C -7.351501 0.600903 0.470896 -0.14 0.10 0.01
C 0.604964 3.437159 1.427705 0.09 0.45 -0.39
C 2.331078 -3.350609 6.171068 0.11 -0.62 -1.23
C 7.769023 -1.000571 0.265274 0.08 -0.48 -0.17
C -7.085473 -0.755511 -1.303391 0.18 -0.13 0.01
C 1.511954 -4.139841 4.107577 0.20 1.03 0.46
C 3.287051 0.407995 5.825345 -0.06 0.17 -0.77
C 5.613699 -7.843391 -0.462838 0.34 0.13 -0.17
C 0.639956 2.159335 3.285344 0.07 0.12 -0.37
C -0.907484 3.358865 -2.966097 0.21 -0.25 0.03
C -5.000321 8.458468 -9.004570 0.15 -0.19 -0.28
C -0.541888 -1.900662 5.468513 -0.83 -0.22 -0.51
C -7.184564 0.673801 -1.780449 -0.26 -0.01 -0.43
C -0.506964 -1.588400 3.976975 -0.15 0.46 0.41
C -0.731024 -4.425050 -2.378852 -0.49 0.12 -0.08
C -5.172746 7.314154 -8.037231 0.06 0.44 -0.26
C -1.291739 4.785160 -1.278341 -0.17 -0.01 -0.03
C 5.049811 -4.358803 -0.733375 0.07 -0.06 -0.10
C 6.403370 -0.699841 -0.312085 0.01 0.25 0.10
C 4.254669 -1.874371 5.084645 0.43 -0.24 -0.38
C -4.056122 0.655879 3.382411 0.15 -0.40 -0.11
C 5.068729 -6.506060 -0.030356 0.03 -0.41 -0.10
C -1.023631 4.757532 -3.516274 -0.22 -0.07 -0.52
C 2.876634 -2.537296 4.992076 -0.30 2.09 0.31
C -1.858426 4.876594 -4.765858 -0.15 0.19 0.23
C -4.199424 5.340184 -7.533020 -0.01 -0.07 -0.14
C -4.385750 7.442739 -6.755305 -0.11 0.01 0.24
C -2.219438 1.107001 0.389745 -0.10 0.02 0.09
C -0.032638 -4.298083 -3.710651 0.13 0.19 -0.08
C -0.340255 -3.370177 5.830145 0.36 0.68 0.17
C 1.050753 -3.957048 5.526313 -0.10 -1.39 0.52
C -8.068405 0.881790 -2.984749 -0.24 0.21 0.16
C 1.552352 4.227236 0.562218 0.46 -0.29 0.11
C -3.213938 1.421633 2.396938 -0.37 -0.09 0.40
C 8.376066 -2.317819 -0.150321 0.38 0.15 -0.08
C 0.008165 4.199439 2.582880 -0.21 0.13 -0.03
C -3.983269 2.145361 1.324549 -0.07 0.32 -0.05
H -0.734210 -0.532369 3.856555 0.12 0.02 -0.11
H -1.390638 4.347839 -5.595934 0.02 -0.01 0.01
H -0.335031 -3.704075 -1.658056 0.08 -0.02 -0.03
H 3.579802 -6.512641 -1.610180 0.07 -0.12 -0.17
H 2.983931 -3.435000 2.945249 0.40 0.40 0.12
H 6.280665 -1.052699 -1.333365 0.09 -0.08 0.00
H -4.702070 -0.057255 2.868117 -0.07 0.09 -0.04
H -3.946620 8.607638 -9.243543 0.02 0.01 0.09
H -3.408475 0.093183 4.052328 -0.03 0.06 0.11
H -8.024618 -1.303324 -1.407790 -0.04 0.09 -0.06
H -2.670233 -4.532667 -1.460496 0.02 0.10 0.02
H 5.646014 -7.912972 -1.550290 -0.11 0.01 0.00
H 2.745622 1.114562 5.205328 -0.13 0.15 0.17
H 0.973180 -4.980605 5.915633 -0.12 -0.02 -0.04
H 5.075868 -6.431681 1.063143 0.01 0.10 -0.02
H -1.981693 5.921235 -5.042869 0.09 0.00 -0.04
H 2.011263 3.578185 -0.183400 -0.09 0.01 -0.05
H 2.362199 4.656879 1.154547 -0.07 0.03 0.08
H 0.481763 -1.733946 3.543162 0.00 -0.09 -0.12
H -0.036825 5.202519 -3.673840 0.01 -0.02 0.11
H -8.169709 1.943975 -3.204293 0.10 -0.01 -0.05
H -1.824952 2.778068 -3.082480 -0.04 0.08 -0.03
H 2.888375 -6.518640 0.016052 -0.09 0.15 -0.03
H 3.827167 0.980450 6.573051 0.03 -0.25 0.24
H -4.867671 1.603261 0.988525 -0.01 -0.10 0.13
H 2.525591 -0.218233 6.282540 0.07 0.03 0.23
H -4.922543 7.974943 -5.973715 0.00 -0.17 0.10
H -1.126859 -3.983053 5.393285 0.05 -0.02 -0.22
H -4.271544 3.152165 1.616312 0.12 0.07 -0.18
H 1.020591 5.026207 0.054662 -0.05 0.02 0.05
H -9.071243 0.495243 -2.799561 0.04 -0.08 0.02
H -6.192076 1.097638 -1.962027 0.03 -0.04 0.08
H -7.652071 0.382624 -3.859382 0.05 -0.01 0.02
H -2.544836 -3.337929 -2.761821 0.06 0.03 0.01
H 7.789091 -3.152380 0.227336 -0.06 0.00 -0.01
H -0.454986 -3.452856 6.911035 0.00 -0.13 0.03
H 1.113218 -4.802973 3.352537 -0.15 -0.02 -0.01
H -0.587953 -4.764078 -4.527499 -0.08 -0.02 0.07
H 2.189379 -1.689009 4.854214 0.04 0.04 0.07
H 9.394597 -2.400692 0.231373 -0.05 0.01 0.08
H -0.909279 4.718003 2.320920 -0.09 -0.15 0.07
H 4.997239 -8.653744 -0.075019 -0.04 0.03 0.03
H 4.708067 -2.091626 6.048411 -0.06 -0.19 0.04
H 5.244103 -0.009802 5.070570 0.09 -0.03 -0.19
H -5.402677 9.380669 -8.586179 -0.03 -0.03 0.04
H -3.407946 7.908223 -6.902333 -0.03 0.02 -0.12
H 0.708346 4.905317 3.034872 0.06 -0.06 -0.03
H 2.994645 -4.213532 6.256230 0.22 0.18 0.57
H 7.753315 -0.921908 1.358322 -0.04 0.09 -0.01
H -4.677338 1.326543 3.974184 0.03 0.07 -0.04
H -0.173266 2.985388 0.809709 -0.01 -0.03 0.06
H -2.541351 2.105018 2.924508 0.04 -0.01 -0.11
H -6.287497 -1.314319 -1.786564 0.09 -0.01 0.18
H 5.587196 -1.079773 0.294609 -0.07 0.19 0.01
H -2.641515 -5.071682 -3.129129 0.05 0.03 -0.07
H -2.857049 4.470500 -4.610054 0.03 -0.07 0.00
H 8.432507 -2.391956 -1.235999 -0.14 -0.01 -0.01
H 6.633425 -7.975578 -0.101771 -0.05 -0.03 0.09
H 0.202846 -3.270698 -3.975924 0.20 -0.05 0.02
H 0.099001 -1.240873 6.046530 0.20 -0.02 -0.07
H -1.278488 -2.127766 3.430246 0.12 -0.31 0.00
H 4.016774 -0.108110 3.838898 -0.14 -0.16 -0.07
H -5.514451 8.246265 -9.941230 -0.09 0.03 0.05
H -6.234090 7.148540 -7.832389 0.03 -0.06 0.07
H -0.074088 2.799737 -3.383630 0.08 0.00 0.19
```
Forces are in eV/Å.

Calculated values
LUMO level: -4.08 eV
Net charge: +1
HOMO energy: -0.4392 Ha
Spin multiplicity: 1

Atomic partial charges in e from the Löwdin method, atoms 1 to 8: I 0.927; Br 0.875; Cl 0.655; O 0.102; O 0.146; O 0.102; O 0.062; O 0.032

---

Question: Among the records above, which one has the lowest HOMO energy?
Answer: C42H65BrClINO24

---

Question: Which value of HOMO energy does entry 2 give?
Answer: -0.4392 Ha

---

Question: Among the records above, which one has the lowest LUMO level?
Answer: C42H65BrClINO24